{
  "formula": "C25H50BNbO7P",
  "method": "ωB97M-V/def2-TZVPD",
  "max_force_ha_per_bohr": 0.0914,
  "homo_energy_ev": -4.5,
  "charge": -1,
  "lumo_ha": 0.0768,
  "total_energy_ha": -1932.35820,
  "elements": ["C", "C", "C", "O", "C", "Nb", "C", "C", "C", "C", "C", "C", "C", "C", "C", "C", "O", "C", "C", "C", "C", "C", "C", "C", "C", "C", "B", "O", "O", "C", "C", "P", "O", "O", "O", "H", "H", "H", "H", "H", "H", "H", "H", "H", "H", "H", "H", "H", "H", "H", "H", "H", "H", "H", "H", "H", "H", "H", "H", "H", "H", "H", "H", "H", "H", "H", "H", "H", "H", "H", "H", "H", "H", "H", "H", "H", "H", "H", "H", "H", "H", "H", "H", "H", "H"],
  "positions_angstrom": [[-4.1557, 2.9195, 0.7554], [-3.7635, 2.1472, 2.0390], [-2.2884, 2.3867, 2.4240], [-1.5087, 2.4614, 1.2465], [-0.5988, 1.3591, 1.0488], [-0.5300, 0.6771, -1.1547], [-2.4959, -0.3952, -1.0662], [-2.5819, -1.7585, -0.3312], [-2.4616, -1.6519, 1.2148], [-1.1582, -2.2197, 1.7761], [-1.2008, -2.6617, 3.2461], [0.2342, -3.1690, 3.6132], [1.0419, -2.1628, 4.4526], [1.0590, -0.7405, 3.8769], [2.2455, 0.1225, 4.4211], [3.1934, 0.4833, 3.2629], [4.5434, 0.4279, 3.7377], [5.4425, 1.0116, 2.8227], [0.8197, -1.1052, -0.7468], [1.9386, -1.4414, -1.7819], [1.4571, -2.0884, -3.0651], [0.1680, -2.4766, -3.3226], [-0.1779, -3.0985, -4.4988], [0.7695, -3.3138, -5.4654], [2.0675, -2.9167, -5.2265], [2.4070, -2.3193, -4.0453], [-1.6530, 2.5906, -1.9305], [-1.4371, 3.8870, -1.4944], [-2.6379, 2.4148, -2.9364], [-2.0987, 2.2301, -4.2415], [-0.9263, 3.1472, -4.6136], [1.6540, 2.1019, -1.3914], [1.5301, 3.5132, -0.9573], [2.8083, 1.4254, -0.3524], [2.3693, 2.0056, -2.8995], [-5.1710, 3.3283, 0.8460], [-3.4976, 3.7679, 0.5604], [-4.1881, 2.2587, -0.1145], [-4.4267, 2.5217, 2.8306], [-4.0007, 1.0870, 1.8974], [-1.9143, 1.6551, 3.1498], [-2.2599, 3.3914, 2.8766], [-0.7441, 0.5218, 1.7460], [0.4159, 1.7525, 1.2714], [-0.4055, 0.2154, -2.9334], [-3.2400, 0.2788, -0.6108], [-2.8509, -0.5503, -2.0970], [-3.6070, -2.1323, -0.4940], [-1.9458, -2.5492, -0.7438], [-3.2792, -2.2332, 1.6664], [-2.6514, -0.6085, 1.4850], [-0.3261, -1.5213, 1.6773], [-0.9053, -3.1024, 1.1737], [-1.4272, -1.8293, 3.9194], [-1.8996, -3.4964, 3.3609], [0.7835, -3.2916, 2.6694], [0.2180, -4.1647, 4.0700], [2.0844, -2.5204, 4.4515], [0.7301, -2.1995, 5.5041], [1.1448, -0.7147, 2.7898], [0.1357, -0.2461, 4.1978], [1.7979, 1.0726, 4.7272], [2.7856, -0.3664, 5.2323], [2.9693, 1.4709, 2.8402], [3.1213, -0.2394, 2.4338], [5.0151, 1.8531, 2.2638], [6.2918, 1.3972, 3.4002], [5.8525, 0.2804, 2.1090], [1.3641, -0.8544, 0.1813], [0.2997, -2.0526, -0.5631], [2.5798, -2.2023, -1.2983], [2.5931, -0.5957, -1.9968], [-0.6048, -2.3007, -2.5818], [-1.2017, -3.4180, -4.6699], [0.4908, -3.7817, -6.4050], [2.8097, -3.0747, -6.0054], [3.4452, -2.0225, -3.9154], [-0.6994, 4.2661, -1.9906], [-2.9099, 2.4562, -4.9455], [-1.7958, 1.1926, -4.4318], [0.0481, 2.7508, -4.3120], [-1.0662, 4.1848, -4.2982], [-0.8907, 3.1794, -5.7134], [3.5661, 1.1147, -0.8648], [3.2916, 2.2781, -2.7621]],
  "forces_ev_per_a": [[-0.411, -0.015, 0.184], [-0.316, 0.304, -0.173], [-0.783, 0.766, -0.572], [0.030, -0.942, 0.566], [1.106, 0.757, -0.590], [-2.510, -2.731, 2.889], [0.287, -0.156, -0.394], [-1.119, 0.270, 0.449], [0.004, -0.446, -0.317], [-0.409, 0.168, 0.269], [1.222, -0.498, -0.249], [-0.186, 0.437, -0.251], [0.693, -0.703, -0.540], [0.261, 0.309, 1.295], [-0.793, 0.340, -1.299], [0.588, -0.808, 0.240], [-0.282, 0.667, -0.196], [0.685, 0.055, 0.183], [1.807, 0.548, -1.607], [-0.554, -0.922, 0.948], [0.994, 0.663, 0.440], [-0.851, -0.016, 0.906], [-0.644, -0.274, -0.247], [-0.193, -0.321, -0.621], [0.355, -0.311, -1.038], [0.630, 0.137, -0.067], [0.466, 0.851, -1.606], [-0.505, -0.247, -0.229], [0.585, 0.099, 0.448], [-0.190, 0.203, -0.670], [0.014, -0.207, -0.703], [-0.138, 0.339, 0.031], [0.108, 0.459, -0.161], [0.167, 0.116, -0.949], [0.548, -0.339, 1.036], [0.099, -0.130, 0.067], [0.094, -0.222, -0.093], [0.309, 0.211, -0.022], [0.293, -0.254, 0.188], [0.163, 0.059, 0.098], [0.047, 0.011, -0.139], [0.173, -0.204, 0.118], [-0.300, 0.158, -0.058], [-0.132, -0.189, 0.166], [0.305, 0.447, -0.113], [0.137, -0.036, -0.020], [0.102, 0.173, 0.078], [0.181, -0.006, -0.182], [0.246, 0.295, 0.080], [0.073, 0.078, -0.071], [0.245, -0.109, 0.198], [-0.142, -0.046, -0.251], [0.079, 0.080, 0.128], [-0.455, -0.164, -0.113], [-0.224, 0.354, 0.146], [-0.072, -0.089, 0.108], [-0.041, 0.212, 0.186], [-0.141, 0.007, 0.100], [-0.112, 0.343, -0.138], [-0.338, -0.253, 0.077], [-0.031, -0.015, -0.495], [0.325, -0.167, 0.583], [-0.015, 0.120, -0.041], [0.024, -0.078, 0.110], [-0.206, 0.080, 0.095], [-0.135, -0.159, 0.079], [-0.108, -0.069, -0.074], [-0.278, 0.028, 0.005], [-0.311, 0.156, -0.018], [-0.430, 0.342, 0.032], [0.142, 0.147, -0.240], [-0.252, 0.031, -0.132], [0.092, 0.049, -0.050], [0.043, 0.100, 0.069], [0.093, 0.021, 0.064], [0.032, 0.041, 0.156], [-0.133, 0.076, 0.243], [0.316, -0.012, 0.556], [-0.070, -0.069, 0.267], [-0.025, 0.056, 0.329], [-0.180, 0.176, 0.368], [-0.001, -0.176, 0.193], [0.009, -0.021, 0.142], [-0.048, -0.174, 0.253], [-0.109, 0.237, -0.435]]
}

{
  "formula": "C25H50Br3FN2O5P3",
  "method": "ωB97M-V/def2-TZVPD",
  "max_force_ha_per_bohr": 0.1165,
  "homo_energy_ev": -11.4,
  "charge": 1,
  "lumo_ha": -0.1164,
  "total_energy_ha": -10313.93929,
  "elements": ["C", "C", "C", "C", "C", "C", "C", "C", "C", "C", "C", "C", "C", "C", "C", "O", "C", "Br", "C", "Br", "C", "C", "Br", "C", "N", "P", "N", "O", "P", "O", "O", "C", "C", "C", "C", "F", "P", "C", "O", "H", "H", "H", "H", "H", "H", "H", "H", "H", "H", "H", "H", "H", "H", "H", "H", "H", "H", "H", "H", "H", "H", "H", "H", "H", "H", "H", "H", "H", "H", "H", "H", "H", "H", "H", "H", "H", "H", "H", "H", "H", "H", "H", "H", "H", "H", "H", "H", "H", "H"],
  "positions_angstrom": [[2.7526, -5.5784, 2.4414], [1.2405, -5.9309, 2.4832], [0.4860, -4.8659, 1.6763], [-1.0431, -5.0393, 1.7118], [-1.6620, -3.9567, 0.8176], [-3.1755, -3.7615, 1.0603], [-3.8394, -3.0726, -0.1604], [-4.0285, -1.5449, 0.0362], [-3.5613, -0.6798, -1.1600], [-2.9055, 0.6353, -0.6709], [-1.5811, 0.4262, 0.0998], [-0.2501, 0.8892, -0.5806], [-0.4336, 0.1854, -1.9780], [0.7245, 0.0903, -2.9860], [0.3681, -1.0446, -4.0105], [1.3236, -2.0963, -4.0245], [0.9767, 0.1721, 0.1773], [1.2391, -1.6999, -0.4391], [1.0903, -0.0367, 1.6981], [-0.3707, 0.0124, 2.9782], [2.2442, -0.3612, 2.2413], [3.5591, -0.5940, 1.5576], [2.4877, -0.6629, 4.1282], [2.0874, 1.1917, -0.2215], [1.5058, 2.5422, -0.4696], [2.5495, 3.3418, -1.8170], [4.0547, 3.6271, -1.0242], [2.9359, 2.2422, -2.9405], [2.1263, 3.5216, 1.0266], [1.6339, 2.8287, 2.4256], [1.8245, 5.1132, 0.8391], [-0.0183, 2.4230, -0.7021], [-0.9310, 3.3827, 0.1098], [-1.2845, 3.1260, 1.5964], [-1.0621, 4.3204, 2.5068], [-2.6357, 2.8222, 1.6977], [-0.2995, 3.1817, -2.4737], [-0.2235, 5.0277, -2.3688], [-1.8869, 2.9659, -2.8844], [3.0328, -4.9033, 3.2523], [3.3730, -6.4663, 2.5422], [2.9662, -5.0817, 1.4940], [0.9036, -5.8807, 3.5187], [1.1558, -6.9255, 2.0504], [0.8223, -4.9573, 0.6386], [0.7750, -3.8953, 2.0887], [-1.2274, -6.0324, 1.2990], [-1.3835, -4.9818, 2.7460], [-1.4877, -4.1852, -0.2331], [-1.1873, -3.0162, 1.1093], [-3.2785, -3.1045, 1.9251], [-3.6605, -4.7154, 1.2662], [-3.2811, -3.2524, -1.0782], [-4.8268, -3.5217, -0.2834], [-5.0894, -1.3516, 0.1913], [-3.5394, -1.2256, 0.9609], [-2.9528, -1.2059, -1.8961], [-4.4679, -0.3666, -1.6833], [-2.8478, 1.2985, -1.5355], [-3.6631, 1.0746, -0.0209], [-1.7625, 0.8328, 1.0832], [-1.4749, -0.6507, 0.2504], [-1.2105, 0.6906, -2.5547], [-0.8443, -0.8041, -1.8342], [1.7029, -0.1940, -2.6054], [0.8475, 0.9657, -3.6103], [-0.6045, -1.4906, -3.8042], [0.3007, -0.6146, -5.0166], [2.1857, -1.6937, -4.1933], [4.0195, -1.4834, 1.9782], [3.5394, -0.6186, 0.4756], [4.2292, 0.2278, 1.8435], [2.7059, 0.7156, -0.9887], [2.8522, 1.4143, 0.5333], [4.5760, 2.7439, -1.0630], [4.5370, 4.2188, -1.7044], [2.6502, 2.5663, -3.8118], [2.2209, 3.1655, 3.1267], [2.6510, 5.6238, 0.8473], [-0.5041, 4.3935, 0.1260], [-1.8833, 3.5015, -0.4074], [-0.7250, 2.2607, 1.9471], [-1.2901, 4.0530, 3.5338], [-0.0466, 4.6947, 2.4698], [-1.7094, 5.1269, 2.1540], [0.4967, 5.3584, -1.6284], [-1.1914, 5.4133, -2.0276], [-0.0036, 5.4414, -3.3488], [-2.4180, 3.6944, -2.5198]],
  "forces_ev_per_a": [[-0.432, -0.106, 0.275], [1.115, 0.977, -0.270], [-0.336, -1.034, 0.525], [1.167, 0.474, -0.782], [-0.886, -0.280, 1.226], [0.549, 0.226, -1.028], [-0.557, 0.247, 0.880], [0.267, -0.436, -0.567], [-0.570, 0.723, 0.564], [-0.447, -0.516, -0.604], [-0.678, 0.522, -0.102], [-1.868, -2.151, -0.185], [1.009, 1.064, -0.752], [-0.436, -1.373, -1.037], [0.421, 0.377, -0.171], [0.044, 0.106, 0.144], [0.087, 1.442, 0.317], [-0.028, 0.322, -0.186], [-1.490, 0.404, 0.743], [0.181, -0.192, -0.644], [1.248, -0.495, 0.746], [0.420, 0.644, 0.449], [-0.010, 0.139, -0.539], [1.017, -1.325, 0.845], [-0.822, -0.402, 0.263], [-0.154, 2.696, -1.461], [-0.523, -1.405, -1.009], [0.283, -0.357, 0.684], [5.800, -0.037, 1.490], [-2.023, 0.712, -0.858], [-2.117, -0.407, -0.008], [-0.825, 0.732, -0.493], [0.606, 0.285, 1.520], [0.582, -0.020, 0.039], [-0.147, 0.058, -0.513], [-0.246, -0.238, -0.119], [0.814, -0.541, -1.837], [-0.836, -0.337, 1.147], [0.484, 0.544, 0.803], [-0.051, 0.102, -0.060], [0.098, -0.012, -0.079], [0.244, -0.098, -0.035], [-0.152, -0.483, -0.001], [-0.545, -0.077, 0.159], [0.030, 0.341, -0.039], [-0.038, 0.180, -0.224], [-0.436, -0.074, 0.207], [-0.228, -0.019, -0.031], [0.228, 0.083, -0.031], [0.219, 0.131, -0.463], [-0.257, -0.244, 0.190], [0.037, -0.036, 0.057], [0.090, -0.168, 0.020], [0.037, 0.013, -0.251], [-0.015, 0.115, 0.105], [0.177, -0.018, -0.076], [0.145, -0.184, 0.220], [0.095, -0.104, -0.293], [0.283, 0.105, 0.185], [0.241, 0.206, 0.227], [0.370, 0.062, -0.137], [0.166, -0.011, 0.034], [-0.145, 0.221, 0.375], [0.196, -0.141, 0.354], [-0.108, 0.160, 0.284], [-0.077, 0.429, 0.414], [0.078, -0.119, 0.137], [-0.065, 0.015, 0.024], [-0.154, -0.231, -0.048], [-0.035, -0.223, -0.283], [-0.112, -0.365, 0.016], [0.026, -0.039, 0.018], [-0.497, 0.814, -0.843], [-0.328, -0.442, 0.278], [0.263, 0.215, 0.559], [-0.033, 0.186, 0.135], [-0.297, -0.261, 0.245], [-0.084, -0.150, -0.184], [-0.015, -0.437, -0.046], [0.179, -0.146, -0.425], [-0.045, -0.287, -0.075], [-0.123, 0.143, 0.161], [-0.160, 0.048, 0.056], [0.123, -0.018, -0.015], [-0.089, 0.032, 0.250], [0.208, 0.124, -0.159], [0.008, 0.105, -0.133], [0.109, -0.163, -0.080], [-0.219, -0.323, -0.199]]
}

{
  "formula": "C25H50ClN2O5",
  "method": "ωB97M-V/def2-TZVPD",
  "max_force_ha_per_bohr": 0.0320,
  "homo_energy_ev": -11.2,
  "charge": 1,
  "lumo_ha": -0.1722,
  "total_energy_ha": -1928.07123,
  "elements": ["C", "C", "C", "C", "C", "C", "C", "N", "N", "C", "C", "O", "Cl", "H", "H", "H", "H", "H", "H", "H", "H", "H", "H", "C", "C", "O", "C", "C", "H", "H", "H", "H", "H", "H", "H", "H", "H", "H", "C", "C", "O", "C", "C", "H", "H", "H", "H", "H", "H", "H", "H", "H", "H", "C", "C", "O", "C", "C", "H", "H", "H", "H", "H", "H", "H", "H", "H", "H", "C", "C", "O", "C", "C", "H", "H", "H", "H", "H", "H", "H", "H", "H", "H"],
  "positions_angstrom": [[-2.1431, -2.5625, -0.0073], [-2.3011, -1.3047, -0.4822], [-1.4664, -0.2088, 0.0513], [-0.0772, -0.3280, -0.0286], [0.6506, 0.7369, 0.4652], [2.1427, 0.7917, 0.4125], [-0.0568, 1.8072, 1.0465], [-1.3542, 1.9035, 1.1239], [-2.0195, 0.8817, 0.5966], [-3.4707, 1.0021, 0.6522], [-4.0296, 0.1395, 1.7774], [-3.4791, -0.0200, 2.8119], [-5.5641, -0.6089, 1.3940], [-2.1530, -2.7675, 1.0605], [-2.0075, -3.4062, -0.6771], [-3.0680, -1.0725, -1.2182], [0.4054, -1.1807, -0.4830], [2.5296, -0.0554, -0.1527], [2.4493, 1.6885, -0.1286], [2.5909, 0.7774, 1.4050], [0.5068, 2.6388, 1.4569], [-3.7172, 2.0330, 0.9110], [-3.9445, 0.8026, -0.3049], [0.5385, 6.4704, 4.5503], [0.9409, 5.0381, 4.8521], [1.5536, 4.3654, 3.7605], [2.7532, 4.9439, 3.2682], [3.8670, 5.0354, 4.2954], [-0.1413, 6.5061, 3.6976], [0.0378, 6.9066, 5.4144], [1.3987, 7.0977, 4.3147], [0.0520, 4.4529, 5.0884], [1.5865, 4.9969, 5.7349], [2.5508, 5.9278, 2.8316], [3.0711, 4.2979, 2.4474], [3.5995, 5.6797, 5.1328], [4.7662, 5.4451, 3.8352], [4.0997, 4.0483, 4.6971], [2.7629, -3.8846, -4.9414], [1.9223, -3.6252, -3.7071], [1.8107, -2.2500, -3.3565], [1.2286, -1.4073, -4.3374], [-0.1908, -1.7956, -4.7167], [3.7672, -3.4825, -4.8102], [2.8418, -4.9560, -5.1206], [2.3323, -3.4262, -5.8335], [2.3870, -4.1063, -2.8461], [0.9271, -4.0713, -3.8170], [1.8637, -1.3558, -5.2269], [1.2225, -0.4062, -3.9017], [-0.2384, -2.7870, -5.1664], [-0.5946, -1.0840, -5.4373], [-0.8351, -1.8017, -3.8338], [-9.6332, 3.0181, 2.9859], [-8.7355, 3.1854, 1.7726], [-7.9400, 4.3581, 1.7963], [-7.0407, 4.4830, 2.8795], [-6.0155, 3.3644, 2.9592], [-10.2909, 3.8808, 3.0941], [-10.2457, 2.1228, 2.8772], [-9.0618, 2.9186, 3.9099], [-9.3486, 3.2732, 0.8760], [-8.1057, 2.2969, 1.6359], [-7.5844, 4.5694, 3.8262], [-6.5299, 5.4333, 2.7259], [-6.4828, 2.3912, 3.1199], [-5.3234, 3.5417, 3.7830], [-5.4462, 3.3135, 2.0263], [6.9541, -5.4146, -1.7293], [5.6087, -5.7400, -2.3548], [5.5416, -5.4935, -3.7473], [6.4559, -6.2177, -4.5552], [6.3098, -7.7261, -4.4591], [7.2167, -4.3713, -1.9100], [6.9179, -5.5856, -0.6529], [7.7545, -6.0330, -2.1361], [4.8407, -5.1031, -1.9122], [5.3237, -6.7750, -2.1340], [7.4848, -5.9156, -4.3317], [6.2523, -5.8972, -5.5771], [6.5129, -8.0957, -3.4533], [7.0095, -8.2123, -5.1389], [5.2966, -8.0296, -4.7264]],
  "forces_ev_per_a": [[0.005, 0.174, -0.280], [-0.067, -0.180, 0.534], [-0.966, -0.582, 0.587], [-0.037, 0.983, 0.453], [0.282, -0.382, 0.048], [-0.040, -0.299, -0.508], [0.509, 0.479, 0.184], [-0.012, -0.398, -0.377], [-0.093, 0.335, -0.151], [-0.548, 0.319, 0.247], [0.080, -0.292, 0.059], [0.048, -0.005, -0.129], [-0.050, 0.159, -0.007], [1.576, 0.154, 0.042], [-1.625, -0.248, -0.003], [0.963, -0.159, -1.065], [-0.189, -0.082, -0.087], [0.007, -0.042, 0.081], [0.069, 0.111, 0.228], [-0.068, 0.177, 0.049], [-0.176, 0.063, 0.128], [0.184, 0.022, 0.021], [0.195, -0.234, -0.051], [0.074, -0.005, -0.135], [-0.050, 0.081, 0.124], [-0.069, -0.206, -0.192], [0.078, 0.109, 0.003], [-0.063, -0.060, 0.089], [-0.028, 0.002, 0.020], [-0.018, -0.018, 0.004], [0.008, 0.017, 0.075], [0.025, -0.061, -0.047], [0.034, 0.026, -0.023], [0.001, 0.017, 0.038], [-0.054, -0.034, 0.004], [0.024, 0.062, -0.038], [-0.001, -0.009, -0.017], [0.017, -0.002, -0.013], [0.003, 0.212, -0.101], [0.022, -0.176, -0.065], [-0.069, 0.146, 0.251], [-0.061, -0.016, -0.091], [-0.001, -0.067, 0.048], [0.031, -0.080, 0.029], [0.041, -0.010, 0.047], [-0.064, -0.071, -0.003], [0.009, 0.078, 0.041], [-0.011, 0.034, -0.030], [-0.016, -0.046, -0.016], [0.078, -0.025, 0.065], [0.011, 0.028, -0.065], [0.001, 0.015, 0.010], [-0.006, 0.019, -0.004], [0.066, 0.091, 0.072], [-0.067, -0.103, 0.033], [0.054, 0.065, -0.141], [-0.023, 0.016, 0.089], [0.022, -0.146, -0.058], [-0.022, -0.012, -0.018], [-0.015, 0.009, -0.024], [0.003, -0.069, -0.010], [0.038, 0.062, -0.022], [0.008, -0.002, 0.043], [0.011, -0.065, 0.014], [-0.043, 0.017, -0.055], [-0.002, 0.013, 0.070], [0.006, 0.026, -0.010], [0.002, 0.050, 0.000], [0.054, 0.028, -0.102], [0.035, -0.070, 0.098], [-0.137, 0.112, -0.045], [0.113, -0.067, -0.042], [-0.096, 0.008, 0.096], [-0.010, 0.008, 0.020], [-0.018, 0.011, 0.004], [-0.015, -0.051, 0.047], [-0.024, 0.018, -0.065], [0.042, -0.013, -0.006], [0.000, -0.026, 0.037], [-0.049, 0.057, 0.024], [0.074, -0.005, -0.017], [-0.005, 0.011, -0.018], [0.007, -0.004, -0.027]]
}